# 1
# C15H23F3N3O8P2

2 unconnected molecules or ions with the total composition C15H23F3N3O8P2 at a distorted geometry (the ωB97M-V functional and the def2-TZVPD basis, the Open Molecules 2025 dataset).

Values from the calculation:
Total charge = +1
Maximum force = 3.42 eV Å⁻¹
Highest occupied orbital energy = -12.856 eV

Each atom is followed by the atoms it is bonded to, with distances in Å.
Geometry (Å):
1 C 5.4161 -0.6623 -1.0500  C2 1.546, H23 1.110, H24 1.111, H25 1.116
2 C 5.0953 -0.0062 -2.4125  C1 1.546, O3 1.179, O4 1.414
3 O 5.9362 0.0162 -3.2392  C2 1.179
4 O 3.8467 0.6027 -2.6751  C2 1.414, C5 1.457
5 C 3.9887 2.0051 -2.3057  O4 1.457, C6 1.550, H26 1.113, H27 1.120
6 C 3.4232 2.9745 -3.3754  C5 1.550, C7 1.578, H28 1.117, H29 1.114
7 C 1.8672 3.2294 -3.3221  C6 1.578, C8 1.533, H30 1.115, H31 1.117
8 C 1.1203 2.4649 -2.2229  C7 1.533, C9 1.453, C21 1.446
9 C 1.1423 2.9268 -0.8450  C8 1.453, C10 1.568, N13 1.318
10 C 1.9806 4.2213 -0.5593  C9 1.568, C11 1.586, H32 1.106, H33 1.112
11 C 2.5141 4.1016 0.9291  C10 1.586, O12 1.192, H34 1.116
12 O 3.2492 3.1851 1.1323  C11 1.192
13 N 0.5723 2.4051 0.2225  C9 1.318, N14 1.323
14 N -0.1304 1.3369 -0.1153  N13 1.323, C15 1.328, H35 1.021
15 C -0.3072 0.7796 -1.3078  N14 1.328, P16 1.873, C21 1.440
16 P -1.4146 -0.7211 -1.4785  C15 1.873, P17 2.183, H36 1.429
17 P -3.0698 -0.5353 -0.0681  P16 2.183, O18 1.462, O19 1.673, O20 1.671
18 O -4.2484 -1.2282 -0.5860  P17 1.462
19 O -3.4003 1.0888 0.1615  P17 1.673, H37 0.974
20 O -2.5648 -1.2167 1.3719  P17 1.671, H38 0.978
21 C 0.3319 1.2833 -2.4956  C8 1.446, C15 1.440, N22 1.411
22 N 0.1911 0.6819 -3.7641  C21 1.411, H39 1.020, H40 1.017
23 H 4.4986 -0.8049 -0.4419  C1 1.110
24 H 5.9264 -1.6232 -1.2727  C1 1.111
25 H 6.1358 -0.0474 -0.4596  C1 1.116
26 H 3.6073 2.1531 -1.2709  C5 1.113
27 H 5.0893 2.2042 -2.2536  C5 1.120
28 H 3.9266 3.9595 -3.2181  C6 1.117
29 H 3.7402 2.6466 -4.3921  C6 1.114
30 H 1.6006 4.3115 -3.2767  C7 1.115
31 H 1.4469 2.8766 -4.2954  C7 1.117
32 H 2.8911 4.2818 -1.1836  C10 1.106
33 H 1.3308 5.1197 -0.6366  C10 1.112
34 H 2.2612 4.8379 1.7288  C11 1.116
35 H -0.5987 0.8856 0.6721  N14 1.021
36 H -2.0055 -0.5828 -2.7722  P16 1.429
37 H -3.0407 1.3501 1.0285  O19 0.974
38 H -2.4210 -0.4483 1.9600  O20 0.978
39 H 1.0545 0.2322 -4.0690  N22 1.020
40 H -0.1796 1.3227 -4.4616  N22 1.017
41 C -4.6662 -4.2154 1.9943  C42 1.515, H50 1.091, H51 1.091, H52 1.091
42 C -3.6386 -3.7394 3.0002  C41 1.515, O43 1.438, H53 1.085, H54 1.092
43 O -4.1836 -3.7503 4.3304  C42 1.438, C44 1.338
44 C -4.1765 -4.9322 4.9572  O43 1.338, O45 1.196, C46 1.531
45 O -3.7589 -5.9512 4.4915  C44 1.196
46 C -4.7388 -4.7821 6.3734  C44 1.531, F47 1.344, F48 1.347, F49 1.335
47 F -5.8561 -4.0350 6.3978  C46 1.344
48 F -3.8496 -4.1855 7.1899  C46 1.347
49 F -5.0454 -5.9611 6.9202  C46 1.335
50 H -5.5816 -3.6265 2.0742  C41 1.091
51 H -4.2784 -4.1303 0.9783  C41 1.091
52 H -4.9386 -5.2561 2.1740  C41 1.091
53 H -3.3678 -2.7106 2.7859  C42 1.085
54 H -2.7233 -4.3325 2.9525  C42 1.092

# 2
# C5H6F3NO5

2 unconnected molecules or ions with the total composition C5H6F3NO5 at a distorted geometry (the ωB97M-V functional and the def2-TZVPD basis, the Open Molecules 2025 dataset).

Values from the calculation:
SMILES = COC(=O)C(=O)C(F)(F)F.C=[N+]([O-])O
Maximum force = 3.85 eV Å⁻¹
Highest occupied orbital energy = -9.921 eV

Each atom is followed by the atoms it is bonded to, with distances in Å.
Geometry (Å):
1 C -2.8755 -0.6678 0.5773  O2 1.413, H11 1.171, H12 1.116, H13 1.108
2 O -1.4769 -0.5150 0.7049  C1 1.413, C3 1.319
3 C -1.0295 0.7102 0.5075  O2 1.319, O4 1.230, C5 1.467
4 O -1.7431 1.6988 0.3488  C3 1.230
5 C 0.4050 0.9108 0.7396  C3 1.467, O6 1.231, C7 1.569
6 O 1.1603 0.3212 1.5127  C5 1.231
7 C 1.0233 2.1631 0.0238  C5 1.569, F8 1.397, F9 1.307, F10 1.305
8 F 1.5840 2.9334 1.0455  C7 1.397
9 F 0.1594 2.9745 -0.5282  C7 1.307
10 F 1.9577 1.8695 -0.8388  C7 1.305
11 H -3.4552 0.2954 0.9036  C1 1.171
12 H -3.1740 -1.5864 1.1365  C1 1.116
13 H -3.0263 -0.7549 -0.5167  C1 1.108
14 C 2.5037 -1.3141 -0.5763  N15 1.308, H18 1.031, H19 1.068
15 N 1.2487 -1.2956 -0.9439  C14 1.308, O16 1.205, O17 1.417
16 O 0.6501 -0.2999 -1.2638  N15 1.205
17 O 0.4511 -2.4674 -0.9302  N15 1.417, H20 0.972
18 H 2.9322 -2.0989 -0.0632  C14 1.031
19 H 3.1964 -0.6242 -1.0066  C14 1.068
20 H -0.4914 -2.2526 -0.8326  O17 0.972